27
Properties=species:S:1:pos:R:3:forces:R:3 method="wB97M-V/def2-TZVPD" charge=-1 energy_ev=-35938.4755 mol_weight_g_mol=396.14 e_homo_ha=-0.13812
O -2.74988 -0.56296 -0.70494 -1.25 -0.66 0.98
C 0.68801 2.21174 1.06304 -0.32 1.43 -0.95
H 0.45319 1.23665 2.92927 0.59 0.01 -0.32
H -1.09606 -2.01894 -2.41023 0.01 0.21 0.17
C -0.28680 -1.38152 -2.07310 1.19 0.51 -0.03
C 0.74883 -1.76223 -1.15711 -0.02 0.83 -0.74
H 1.50009 -1.05985 2.40492 -0.09 1.00 -0.31
H 2.58074 -0.65400 -0.46133 -0.51 0.05 -0.17
C 1.66452 -0.66562 -1.05228 -0.04 -0.10 -1.28
F -5.09949 -0.30495 2.25809 0.12 0.32 -0.82
C -4.62376 0.00612 1.03162 0.04 0.29 0.13
O -3.84638 -2.46848 0.48372 -0.11 0.20 0.00
H 1.50484 2.56201 0.43008 -0.04 0.04 0.17
F -4.11376 1.27474 1.07946 -0.59 -0.97 0.00
H 1.72423 1.33044 -2.09782 -0.27 -0.35 0.14
C 1.05292 1.11363 1.99412 3.26 -0.77 4.00
N 1.01592 -0.51501 1.67811 0.33 0.90 1.34
H -0.55024 0.47068 -3.31960 0.09 -0.10 0.41
H 2.13446 1.24356 2.19621 -0.64 -0.24 0.52
F -5.64115 -0.01137 0.14508 0.54 0.10 0.64
O -2.26994 -0.91136 1.63083 -1.95 -0.74 -0.59
La -0.48866 0.26405 0.37762 -2.16 -1.72 -3.90
C 0.00459 -0.06143 -2.54386 0.07 -0.56 0.30
C 1.20673 0.38582 -1.91217 0.15 -0.89 0.11
S -3.27058 -1.16254 0.54294 1.41 0.98 0.23
H 0.16782 3.02757 1.57360 0.25 -0.12 -0.01
H 0.84171 -2.72945 -0.66501 -0.07 0.35 -0.02